1.
DFT (ωB97M-V with the def2-TZVPD basis set) results for a cluster of 7 separate species, C50H67BrF6N9O8P2S in total.

Structure (XYZ):
```
144
Properties=species:S:1:pos:R:3
C 4.54 -1.43 0.80
C 3.15 -0.98 1.30
C 1.97 -1.88 0.75
C 1.17 -1.11 -0.34
C 0.37 0.04 0.36
C -1.02 0.39 -0.20
C -2.05 -0.78 -0.04
O -2.04 -1.17 1.35
C -2.08 -2.55 1.56
O -3.08 -3.00 2.06
C -0.99 -3.53 1.21
C -0.68 -3.99 -0.06
C 0.33 -4.91 -0.32
C 1.08 -5.40 0.74
C 0.75 -4.97 2.02
C -0.26 -4.06 2.28
C -3.48 -0.22 -0.34
C -4.40 -1.43 -0.75
C -5.72 -1.50 0.05
C -6.49 -2.78 -0.40
F -5.49 -1.63 1.41
C -3.60 1.10 -1.18
C -4.84 1.03 -2.12
O -4.65 0.24 -3.29
C -5.46 0.57 -4.33
F -5.38 -0.44 -5.19
F -5.07 1.67 -4.99
F -6.73 0.71 -3.96
P -4.34 2.33 0.10
O -5.71 1.66 0.69
O -3.35 2.48 1.40
S -4.78 4.05 -0.56
N -2.37 1.76 -1.75
P -2.62 2.65 -3.40
O -1.28 2.34 -4.26
Br -2.36 4.85 -3.03
C -1.02 1.03 -1.66
C 0.02 2.19 -1.52
N 1.41 1.94 -1.68
C 2.20 2.83 -2.53
N -0.79 -0.03 -2.61
C 0.40 -0.22 -3.38
O 0.89 -1.31 -3.46
F 0.96 0.74 -4.13
C -1.81 -0.74 -3.30
O -2.17 -0.45 -4.40
F -2.28 -1.92 -2.84
H 4.71 -2.50 0.97
H 4.72 -1.11 -0.24
H 5.29 -0.90 1.42
H 3.15 -1.11 2.39
H 2.95 0.09 1.14
H 1.34 -2.10 1.62
H 2.39 -2.79 0.31
H 0.46 -1.74 -0.88
H 1.93 -0.76 -1.06
H 0.28 -0.27 1.42
H 1.05 0.91 0.46
H -1.40 1.20 0.46
H -1.79 -1.69 -0.59
H -1.25 -3.61 -0.91
H 0.49 -5.19 -1.36
H 1.89 -6.10 0.52
H 1.34 -5.37 2.85
H -0.44 -3.77 3.31
H -3.86 -0.03 0.68
H -3.87 -2.34 -0.43
H -4.57 -1.58 -1.82
H -6.38 -0.65 -0.14
H -5.77 -3.54 -0.73
H -7.27 -2.56 -1.14
H -6.99 -3.16 0.51
H -5.71 0.64 -1.58
H -5.18 2.03 -2.43
H -5.52 1.29 1.56
H -3.05 1.62 1.75
H -2.20 2.58 -1.14
H -1.51 2.12 -5.17
H -0.15 2.60 -0.49
H -0.21 3.08 -2.16
H 1.77 1.01 -1.55
H 2.34 3.79 -2.02
H 3.19 2.38 -2.68
H 1.74 2.99 -3.52
N -2.65 4.49 3.31
C -1.52 5.25 3.23
C -1.22 5.69 4.50
C -2.21 5.17 5.37
C -3.08 4.43 4.61
H -3.10 4.04 2.53
H -1.03 5.42 2.29
H -0.38 6.32 4.76
H -2.27 5.32 6.44
H -3.96 3.87 4.89
N -6.45 -5.66 -4.56
C -6.78 -4.60 -5.36
C -5.91 -3.58 -5.09
C -5.01 -4.05 -4.10
C -5.37 -5.34 -3.79
H -6.93 -6.55 -4.54
H -7.61 -4.66 -6.04
H -5.91 -2.62 -5.55
H -4.19 -3.51 -3.66
H -4.95 -6.05 -3.10
N 4.46 -4.87 2.43
C 5.20 -5.48 1.46
C 6.48 -5.62 1.93
C 6.52 -5.07 3.24
C 5.26 -4.61 3.52
H 3.49 -4.64 2.36
H 4.76 -5.77 0.52
H 7.31 -6.06 1.39
H 7.37 -5.01 3.89
H 4.86 -4.14 4.40
N -4.62 7.78 9.12
C -4.13 9.02 8.84
C -3.89 9.08 7.49
C -4.27 7.83 6.94
C -4.71 7.04 7.97
H -4.88 7.45 10.03
H -3.99 9.75 9.61
H -3.50 9.93 6.95
H -4.21 7.53 5.90
H -5.09 6.03 7.98
N 5.77 2.03 -0.46
C 6.45 1.32 -1.41
C 7.69 1.02 -0.92
C 7.77 1.57 0.39
C 6.57 2.19 0.64
H 4.84 2.39 -0.56
H 5.99 1.08 -2.36
H 8.46 0.47 -1.43
H 8.60 1.53 1.06
H 6.22 2.72 1.51
N 10.44 -0.55 -3.51
C 11.11 -1.27 -4.46
C 12.35 -1.57 -3.96
C 12.43 -1.02 -2.65
C 11.23 -0.40 -2.40
H 9.50 -0.20 -3.60
H 10.65 -1.50 -5.41
H 13.12 -2.12 -4.48
H 13.27 -1.07 -1.98
H 10.88 0.13 -1.54
```

## Properties
Frontier orbital gap (eV): 5.76
HOMO (eV): -9.312
Largest force on an atom (Eh/bohr): 0.063
Net charge: +1

Atom charges from the Löwdin analysis, given in e for atoms 1 to 99: -0.09, -0.23, -0.19, -0.17, -0.12, -0.14, -0.21, 0.02, -0.37, 0.18, -0.13, -0.05, -0.06, -0.07, -0.09, -0.03, -0.16, -0.08, -0.36, -0.01, -0.01, -0.34, -0.20, -0.01, -0.72, 0.18, 0.15, 0.20, 0.27, -0.17, -0.21, 0.43, -0.11, 0.72, -0.32, 0.38, -0.27, -0.16, -0.10, -0.09, 0.14, -0.45, 0.21, 0.15, -0.42, 0.21, 0.15, 0.06, 0.07, 0.08, 0.11, 0.09, 0.09, 0.11, 0.09, 0.10, 0.13, 0.11, 0.13, 0.11, 0.11, 0.12, 0.11, 0.11, 0.14, 0.12, 0.12, 0.12, 0.12, 0.08, 0.09, 0.09, 0.13, 0.09, 0.10, 0.10, 0.08, 0.10, 0.14, 0.08, 0.08, 0.09, 0.09, 0.08, -0.01, -0.15, -0.10, -0.11, -0.14, 0.08, 0.10, 0.09, 0.09, 0.10, 0.01, -0.13, -0.11, -0.12, -0.14

=====

2.
DFT (ωB97M-V with the def2-TZVPD basis set) results for a cluster of 17 separate species, C50H67O50 in total.

Structure (XYZ):
```
167
Properties=species:S:1:pos:R:3
C -0.03 -0.22 -0.07
C -1.46 -0.47 -0.62
O -2.28 -1.09 0.00
O -1.57 0.00 -1.78
H 0.60 -0.68 -0.78
H -0.01 -0.69 0.94
H 0.20 0.79 -0.02
C 1.51 -0.13 -3.58
C 1.99 0.64 -4.75
O 3.14 1.37 -4.18
C 3.53 0.78 -3.04
O 4.41 1.21 -2.37
O 2.74 -0.21 -2.77
H 1.25 -1.19 -3.81
H 0.72 0.32 -2.94
H 1.30 1.41 -5.09
H 2.33 0.17 -5.68
C 0.91 -2.14 7.53
C 1.88 -2.65 6.57
O 2.01 -1.60 5.60
C 1.66 -0.51 6.29
O 1.84 0.62 5.88
O 0.93 -0.72 7.36
H 1.24 -2.44 8.49
H -0.06 -2.46 7.28
H 1.55 -3.52 5.98
H 2.90 -2.82 6.96
C 0.24 -5.73 -6.47
C 0.97 -5.15 -5.30
O 1.15 -3.74 -5.60
C 0.67 -3.53 -6.88
O 0.77 -2.46 -7.41
O 0.26 -4.69 -7.47
H -0.78 -5.99 -6.26
H 0.79 -6.63 -6.82
H 2.00 -5.49 -5.07
H 0.44 -5.23 -4.34
C -4.34 -1.22 3.03
C -5.60 -0.69 2.34
O -5.06 0.59 1.76
C -3.93 0.94 2.40
O -3.30 1.99 2.30
O -3.61 0.01 3.30
H -3.78 -1.78 2.27
H -4.48 -1.73 3.97
H -6.47 -0.41 2.96
H -5.83 -1.34 1.50
C -0.20 -0.51 3.72
C 0.16 0.90 3.23
O -0.58 1.68 4.11
C -0.97 1.01 5.27
O -1.49 1.53 6.23
O -0.67 -0.25 5.12
H 0.62 -1.20 3.72
H -1.04 -0.90 3.15
H -0.31 1.09 2.26
H 1.13 1.24 3.33
C -0.26 -3.20 -2.60
C -1.48 -2.51 -3.16
O -2.07 -3.68 -3.96
C -1.64 -4.87 -3.32
O -2.18 -5.92 -3.49
O -0.60 -4.61 -2.50
H -0.03 -2.81 -1.58
H 0.56 -3.23 -3.33
H -1.34 -1.71 -3.90
H -2.31 -2.22 -2.57
C 2.26 3.86 6.35
C 1.22 3.95 5.25
O 1.99 3.86 4.05
C 3.30 3.77 4.32
O 4.19 3.73 3.53
O 3.50 3.80 5.64
H 2.15 2.91 6.82
H 2.34 4.60 7.15
H 0.69 4.89 5.22
H 0.57 3.10 5.18
C -2.51 1.53 -4.38
C -2.07 0.38 -5.31
O -3.17 -0.58 -5.22
C -4.19 0.00 -4.61
O -5.25 -0.51 -4.40
O -3.84 1.19 -4.07
H -2.52 2.51 -4.93
H -2.11 1.56 -3.37
H -1.27 -0.18 -4.91
H -1.85 0.76 -6.35
C 4.28 0.34 2.91
C 3.10 0.08 1.87
O 2.95 -1.34 1.93
C 3.60 -1.81 3.03
O 3.47 -2.96 3.39
O 4.36 -0.89 3.61
H 4.15 1.08 3.65
H 5.24 0.42 2.43
H 3.41 0.32 0.85
H 2.22 0.64 2.09
C -5.10 -3.70 -2.37
C -4.36 -3.14 -1.14
O -5.33 -3.13 -0.11
C -6.41 -3.82 -0.48
O -7.39 -4.01 0.24
O -6.35 -4.21 -1.77
H -4.60 -4.62 -2.76
H -5.42 -2.99 -3.09
H -3.96 -2.16 -1.24
H -3.58 -3.83 -0.88
C 0.56 -5.38 1.85
C 0.39 -3.93 1.41
O 0.14 -3.26 2.65
C 0.10 -4.13 3.63
O -0.06 -3.78 4.77
O 0.11 -5.34 3.18
H 1.63 -5.64 1.73
H 0.00 -6.11 1.32
H -0.45 -3.83 0.75
H 1.25 -3.43 0.94
C 0.09 3.89 -2.42
C 0.01 5.38 -2.64
O -0.23 5.47 -4.07
C -0.23 4.27 -4.62
O -0.52 4.07 -5.78
O 0.12 3.35 -3.75
H -0.78 3.51 -1.95
H 0.90 3.38 -1.94
H 0.95 5.94 -2.49
H -0.87 5.85 -2.17
C 5.12 -2.02 -1.39
C 5.94 -2.85 -2.36
O 5.02 -3.80 -2.89
C 3.78 -3.52 -2.47
O 2.82 -4.15 -2.79
O 3.82 -2.55 -1.53
H 5.08 -0.96 -1.45
H 5.46 -2.21 -0.34
H 6.82 -3.35 -1.92
H 6.35 -2.23 -3.14
C -5.03 2.82 -0.69
C -3.61 2.28 -0.80
O -2.89 3.39 -1.35
C -3.72 4.40 -1.74
O -3.34 5.37 -2.26
O -5.02 4.05 -1.46
H -5.31 3.05 0.35
H -5.80 2.11 -1.04
H -3.49 1.35 -1.37
H -3.20 2.11 0.21
C -1.77 5.03 1.60
C -0.60 4.84 0.68
O 0.47 5.54 1.39
C 0.05 5.85 2.67
O 0.74 6.41 3.46
O -1.24 5.49 2.81
H -2.30 4.11 1.89
H -2.48 5.70 1.20
H -0.70 5.33 -0.26
H -0.23 3.82 0.34
C 4.89 3.44 0.77
C 4.15 4.69 0.41
O 2.99 4.27 -0.11
C 2.71 3.02 0.25
O 1.66 2.43 0.04
O 3.81 2.53 0.80
H 5.33 3.44 1.74
H 5.53 3.09 -0.02
H 4.75 5.23 -0.37
H 3.92 5.38 1.24
```

## Properties
Frontier orbital gap (eV): 8.41
HOMO (eV): -6.681
Largest force on an atom (Eh/bohr): 0.078
Net charge: -1

Atom charges from the Löwdin analysis, given in e for atoms 1 to 99: 0.01, -0.78, 0.02, -0.07, 0.05, 0.07, 0.03, -0.05, -0.07, 0.06, -0.64, 0.13, 0.06, 0.13, 0.13, 0.12, 0.14, -0.10, -0.13, 0.06, -0.59, 0.14, 0.12, 0.13, 0.13, 0.12, 0.14, -0.10, -0.11, 0.02, -0.53, 0.14, 0.07, 0.13, 0.14, 0.14, 0.10, -0.08, -0.03, 0.05, -0.56, 0.10, 0.05, 0.13, 0.14, 0.14, 0.11, -0.01, -0.13, 0.00, -0.57, 0.15, 0.06, 0.10, 0.12, 0.13, 0.08, -0.09, -0.04, 0.01, -0.58, 0.14, 0.02, 0.13, 0.09, 0.10, 0.08, -0.08, -0.08, 0.07, -0.57, 0.14, 0.07, 0.10, 0.14, 0.11, 0.10, -0.11, -0.05, 0.07, -0.59, 0.14, 0.04, 0.14, 0.09, 0.08, 0.15, -0.05, -0.08, 0.05, -0.57, 0.12, 0.07, 0.10, 0.13, 0.12, 0.08, -0.04, -0.12

=====

Which formula does entry 1 have?
C50H67BrF6N9O8P2S

=====

The lowest HOMO belongs to which entry?
C50H67BrF6N9O8P2S